# 1
{"formula": "C17H39O2P3Ti", "method": "the ωB97M-V functional and the def2-TZVPD basis", "e_above_lowest_kcal_mol": 18.4, "largest_force_ev_per_a": 3.75, "multiplicity": 2, "e_homo_ev": [-16.4, -16.4], "orbital_gap_ev": [4.8, 4.3], "charge": 3, "elements": ["Ti", "P", "P", "P", "H", "C", "C", "H", "C", "C", "C", "C", "C", "C", "C", "C", "C", "H", "H", "H", "H", "H", "H", "H", "H", "H", "H", "H", "H", "H", "H", "H", "H", "H", "H", "H", "H", "H", "H", "H", "H", "H", "H", "H", "H", "H", "C", "C", "C", "C", "C", "C", "O", "H", "H", "H", "H", "H", "H", "O", "H", "H"], "coordinates": [[-0.35242, -0.21056, 0.79980], [1.37957, 0.76515, 2.56493], [-1.06506, 2.10537, 0.12525], [1.69889, -0.45234, -0.52802], [-1.65108, -2.58541, 0.84700], [-0.55640, -2.47621, 0.80254], [0.14118, -2.17641, 2.02077], [-0.42539, -2.16211, 2.95951], [0.63796, 0.96014, 4.22965], [2.07940, 2.45860, 2.32242], [2.91609, -0.14263, 3.02698], [-2.73949, 2.07695, -0.61404], [-1.28840, 3.26780, 1.52191], [-0.12760, 3.02944, -1.13603], [2.69286, -1.92997, -0.04813], [3.01116, 0.82111, -0.54508], [1.51331, -0.75802, -2.31467], [-0.07345, -3.05108, 0.00880], [1.16750, -2.51384, 2.15820], [0.25163, -0.01294, 4.55550], [-0.16955, 1.70198, 4.20776], [1.38585, 1.29324, 4.96287], [1.28423, 3.20444, 2.26626], [2.65761, 2.50364, 1.39641], [2.74688, 2.72906, 3.15133], [2.68934, -1.20781, 3.14957], [3.30699, 0.24229, 3.98085], [3.69029, -0.01508, 2.25875], [-2.62796, 2.04377, -1.70900], [-3.28580, 2.97528, -0.31511], [-3.30927, 1.19311, -0.29341], [-1.18804, 4.30399, 1.16643], [-0.53064, 3.07607, 2.29123], [-2.28711, 3.12682, 1.96504], [-0.71376, 3.89094, -1.47867], [0.07421, 2.37894, -1.99103], [0.83127, 3.38901, -0.74432], [3.30977, -2.23020, -0.91031], [2.06668, -2.78477, 0.23800], [3.35741, -1.68362, 0.79162], [3.72710, 0.60347, -1.34960], [3.56046, 0.80975, 0.39878], [2.61650, 1.82870, -0.71104], [2.36446, -1.37824, -2.63970], [1.52878, 0.19013, -2.87272], [0.57523, -1.29158, -2.53576], [-2.12666, -1.72760, -2.44405], [-3.22987, -1.19926, -3.12371], [-3.48813, -1.64640, -4.42666], [-2.72532, -2.68211, -4.99357], [-1.74867, -3.32270, -4.22681], [-1.46725, -2.86854, -2.93307], [-1.66693, -1.01501, -1.33523], [-0.82941, -1.45860, -0.90418], [-3.79499, -0.41482, -2.62146], [-4.27766, -1.17116, -5.01642], [-2.91600, -2.99038, -6.02828], [-1.16305, -4.14421, -4.65520], [-0.69468, -3.36267, -2.32724], [-1.97634, -0.05353, 2.28593], [-2.92880, -0.06691, 2.11068], [-1.83746, 0.21750, 3.20770]], "forces_ev_per_angstrom": [[-1.29, 1.05, 0.86], [1.18, 0.86, 1.16], [-0.60, 1.45, -0.53], [2.50, -0.56, -1.39], [0.33, 0.36, -0.11], [1.21, -0.86, 3.41], [-1.57, -2.53, -1.90], [-0.01, 0.64, -0.39], [-0.59, -0.28, -0.17], [-0.21, -0.03, -0.52], [-0.16, -0.40, -0.37], [-0.02, -0.59, -0.21], [0.14, -0.22, 0.36], [0.44, -0.10, 0.07], [-0.07, -0.22, 0.39], [0.00, 0.42, 0.23], [-0.67, -0.07, -0.42], [0.13, 0.40, 0.05], [0.02, 0.57, -0.34], [-0.01, 0.18, 0.16], [0.07, -0.14, 0.09], [-0.10, -0.08, -0.35], [0.28, -0.07, 0.03], [-0.09, 0.07, 0.21], [-0.22, -0.30, -0.06], [0.24, 0.18, 0.05], [-0.25, 0.01, -0.33], [-0.21, -0.11, 0.30], [-0.17, -0.04, 0.37], [0.12, -0.04, -0.11], [0.07, 0.27, -0.15], [-0.09, -0.31, 0.10], [-0.43, 0.26, -0.14], [0.35, 0.09, -0.17], [0.05, -0.18, 0.14], [-0.08, 0.08, 0.00], [-0.21, -0.02, -0.03], [-0.21, 0.22, 0.33], [0.29, 0.19, -0.19], [-0.23, -0.14, -0.25], [-0.29, -0.15, 0.13], [-0.06, 0.04, -0.19], [0.03, -0.21, -0.05], [-0.32, 0.30, 0.11], [-0.12, -0.29, 0.18], [0.41, 0.18, -0.19], [-0.35, -1.14, -1.58], [0.72, 0.08, 0.08], [0.06, -0.22, 0.18], [-0.16, 0.20, 0.18], [-0.07, 0.10, -0.04], [0.25, 0.64, 0.25], [2.38, 0.07, 2.90], [-2.38, 0.04, -2.26], [0.02, -0.03, -0.45], [0.24, -0.24, 0.32], [0.10, 0.10, 0.53], [-0.36, 0.27, 0.29], [-0.20, 0.20, -0.32], [0.46, 0.06, -0.31], [-0.12, -0.01, 0.10], [-0.17, -0.05, -0.04]]}

***

# 2
{"formula": "C17H40AgCl6F2N5O9S2", "method": "the ωB97M-V functional and the def2-TZVPD basis", "largest_force_ev_per_a": 10.11, "multiplicity": 2, "e_homo_ev": [-11.6, -11.6], "orbital_gap_ev": [5.4, 3.1], "charge": 1, "elements": ["Ag", "N", "S", "O", "O", "F", "S", "O", "O", "F", "Cl", "C", "C", "Cl", "H", "H", "H", "H", "Cl", "C", "C", "Cl", "H", "H", "H", "H", "Cl", "C", "C", "Cl", "H", "H", "H", "H", "C", "C", "C", "O", "H", "H", "H", "H", "H", "H", "H", "H", "O", "C", "N", "C", "H", "H", "H", "H", "H", "O", "C", "N", "C", "H", "H", "H", "H", "H", "O", "C", "N", "C", "H", "H", "H", "H", "H", "O", "C", "N", "C", "H", "H", "H", "H", "H"], "coordinates": [[-1.69468, 4.30348, 0.32961], [-0.71601, 0.57573, -0.83720], [-0.86204, -0.24237, -2.12729], [-1.55851, -1.50600, -2.03393], [0.14475, 0.02590, -3.14414], [-2.10756, 0.63969, -2.68910], [0.05896, -0.74836, -0.00434], [1.12375, -1.36288, -0.78551], [-0.74230, -1.52993, 0.93865], [0.95568, 0.13849, 1.09846], [-7.08104, -4.62740, 2.95410], [-5.62785, -5.42306, 3.48495], [-5.10277, -4.69940, 4.73567], [-3.68558, -5.54421, 5.46288], [-4.99265, -5.40315, 2.59939], [-5.95743, -6.46197, 3.49683], [-5.87759, -4.57752, 5.49257], [-4.78081, -3.70422, 4.42900], [-4.20236, -8.79165, -4.37433], [-4.28971, -7.04844, -4.66246], [-5.71441, -6.61815, -5.00922], [-6.94582, -6.81744, -3.79119], [-3.55432, -6.78187, -5.42157], [-4.07756, -6.55419, -3.71441], [-6.16001, -7.19960, -5.81635], [-5.78596, -5.59448, -5.37677], [5.05390, -7.79010, -5.48753], [4.30790, -8.24710, -3.95293], [3.69028, -7.04718, -3.20734], [3.12222, -7.58909, -1.61180], [5.00849, -8.79891, -3.32621], [3.51468, -8.98590, -4.06732], [2.78495, -6.67483, -3.68673], [4.34031, -6.20696, -2.96322], [6.00461, 1.26345, -1.50180], [6.46570, 0.18706, -0.58811], [7.14762, -0.93551, -1.40538], [7.50067, 0.73519, 0.17858], [5.09816, 0.83470, -1.92913], [6.64967, 1.62774, -2.30136], [5.71223, 2.14149, -0.92589], [5.79941, -0.16845, 0.19788], [6.44748, -1.36293, -2.12315], [7.48655, -1.80228, -0.83798], [7.89119, -0.64739, -2.14848], [7.23352, 1.46493, 0.74224], [-5.86200, 2.42832, 0.47938], [-6.67313, 1.54284, 0.74679], [-6.25901, 0.28944, 0.84504], [-8.08943, 1.84210, 1.35939], [-5.28213, 0.15327, 0.62765], [-6.76778, -0.38077, 1.40368], [-8.90770, 1.50918, 0.72088], [-8.13453, 2.87408, 1.70737], [-8.14417, 1.22496, 2.25619], [2.67401, 5.68719, 2.23185], [3.75743, 6.05379, 2.74429], [4.35784, 5.21368, 3.49312], [4.37491, 7.44979, 2.57838], [3.94197, 4.33424, 3.76467], [5.28324, 5.42142, 3.84036], [4.29888, 7.79729, 1.54806], [5.45384, 7.40162, 2.72564], [3.89553, 8.11296, 3.29846], [-1.95069, 3.33534, 4.78784], [-2.03478, 3.10414, 5.97718], [-1.75941, 1.94351, 6.50450], [-2.41459, 4.19064, 6.91693], [-1.33811, 1.21107, 5.95121], [-1.80809, 1.83153, 7.50709], [-3.48937, 4.27460, 7.07786], [-1.98948, 5.12973, 6.56269], [-2.01297, 4.02369, 7.91640], [1.30647, 5.69580, -3.18294], [2.17382, 5.86837, -4.05082], [2.31131, 5.01318, -5.04958], [2.90926, 7.15100, -4.13838], [1.87764, 4.11116, -4.91400], [2.85331, 5.20567, -5.87981], [2.64077, 7.66017, -5.06399], [3.97746, 6.95678, -4.23499], [2.80387, 7.89307, -3.34697]], "forces_ev_per_angstrom": [[0.04, 0.04, 0.13], [1.76, -1.18, 3.34], [-4.79, 0.03, -8.91], [1.93, 0.89, 0.77], [-0.73, -0.63, 2.34], [1.19, -0.18, 0.48], [4.30, -1.91, 6.73], [-2.57, 1.35, 0.49], [0.62, 2.14, -3.10], [-1.70, -0.48, -2.15], [-1.30, 1.08, -0.35], [0.33, -0.66, -0.47], [0.12, -0.49, -0.58], [-0.43, 0.21, -0.24], [0.61, 0.34, 0.49], [0.49, -0.07, 1.14], [0.10, -0.30, -0.07], [0.09, -0.10, 0.08], [0.09, -0.24, -0.03], [-1.03, 0.52, 0.73], [-0.14, -0.23, -1.93], [-0.21, 0.02, 1.23], [-0.28, 0.04, 0.00], [0.47, -0.07, -0.07], [0.65, -0.19, -0.26], [0.44, 0.15, 0.34], [-0.12, -0.01, 0.03], [-0.61, -0.01, 1.16], [-0.02, -0.03, -0.02], [-0.14, -0.37, 0.42], [0.43, 0.54, -0.06], [-0.12, 0.19, -0.65], [0.31, -0.04, -0.33], [0.27, -0.27, -0.55], [-2.26, 0.18, -0.21], [2.67, -0.21, -0.30], [-1.23, -0.81, -0.55], [2.31, 0.28, 1.10], [-0.32, 0.49, -0.58], [0.41, -0.60, 0.24], [-0.16, 0.08, 0.07], [-1.06, -0.36, -0.91], [-0.75, -0.12, 0.23], [0.22, 0.37, 0.29], [0.53, 0.74, 0.77], [-0.38, -0.03, -0.15], [-0.61, 0.00, -0.70], [-0.36, 2.35, 1.96], [0.10, -1.58, -0.18], [1.25, -0.72, -0.27], [-0.21, -0.29, 0.15], [0.19, -0.03, -0.37], [0.05, 0.42, -0.11], [-0.14, -0.06, -0.57], [-0.09, -0.08, 0.10], [0.93, 1.30, 0.17], [-3.85, 1.50, -3.09], [3.34, -2.18, 2.99], [0.25, -0.98, -0.40], [-0.07, 0.22, -0.34], [-0.21, -0.14, 0.16], [-0.63, 0.04, 0.17], [0.01, 0.08, 0.51], [0.13, 0.12, -0.21], [0.09, -0.08, -1.24], [-0.31, 2.00, -0.84], [0.57, -2.37, 1.45], [0.00, 0.57, 1.20], [-0.23, 0.12, 0.04], [0.12, -0.16, -0.30], [-0.05, 0.06, -0.43], [-0.31, -0.07, -0.11], [0.14, -0.07, 0.06], [0.89, -0.43, -0.08], [-2.51, 1.48, 1.74], [0.57, -1.26, -0.99], [1.38, 0.82, -0.63], [0.00, 0.18, -0.36], [0.01, -0.17, 0.34], [-0.13, -0.03, -0.14], [0.16, -0.04, -0.01], [-0.48, -0.63, 0.22]]}

***

# 3
{"formula": "C17H40F6NO21S7V", "method": "the ωB97M-V functional and the def2-TZVPD basis", "e_above_lowest_kcal_mol": 25.9, "largest_force_ev_per_a": 2.78, "multiplicity": 1, "e_homo_ev": -10.4, "orbital_gap_ev": 9.6, "elements": ["O", "V", "O", "C", "F", "F", "F", "S", "O", "O", "N", "S", "O", "O", "C", "F", "F", "F", "O", "S", "O", "O", "C", "C", "C", "H", "H", "H", "H", "H", "H", "H", "H", "O", "S", "O", "O", "C", "C", "C", "H", "H", "H", "H", "H", "H", "H", "H", "O", "S", "O", "O", "C", "C", "C", "H", "H", "H", "H", "H", "H", "H", "H", "O", "S", "O", "O", "C", "C", "C", "H", "H", "H", "H", "H", "H", "H", "H", "O", "S", "O", "O", "C", "C", "C", "H", "H", "H", "H", "H", "H", "H", "H"], "coordinates": [[1.14293, -0.34670, -0.99384], [-0.06985, 0.38082, -1.72679], [-1.32456, -0.56418, -1.73367], [-1.47800, 1.09590, -5.24088], [-1.41969, 0.01356, -6.03198], [-1.90211, 2.14672, -5.95104], [-2.30159, 0.82551, -4.22277], [0.21181, 1.51842, -4.60075], [1.02345, 1.88793, -5.69570], [-0.01840, 2.53149, -3.60734], [0.59626, 0.13828, -3.69319], [1.63099, -0.73079, -4.56083], [1.23753, -1.04511, -5.89149], [2.93251, -0.17017, -4.32835], [1.60574, -2.40844, -3.73738], [1.99718, -3.31632, -4.61894], [2.42742, -2.44697, -2.69877], [0.35257, -2.69154, -3.36667], [0.45451, -3.13437, 3.06579], [-0.35258, -4.30480, 3.02107], [-1.23181, -4.65030, 4.07414], [-1.26588, -4.21980, 1.73309], [-0.74407, -3.41571, 0.61530], [-1.84580, -3.57019, -0.42724], [0.66267, -5.66886, 2.55023], [0.21843, -3.83920, 0.34525], [-0.80125, -2.37173, 0.91255], [-2.74846, -3.16459, 0.02270], [-1.93862, -4.60037, -0.75952], [-1.59408, -2.92678, -1.26965], [0.00038, -6.39228, 2.08049], [1.17927, -6.11026, 3.39764], [1.38803, -5.34289, 1.80849], [0.80543, 2.31371, -1.10955], [1.69461, 3.41585, -0.84375], [2.59382, 3.83398, -1.82679], [0.76736, 4.64529, -0.51881], [-0.29351, 4.43052, 0.44463], [-1.26198, 5.59151, 0.32974], [2.49992, 3.12664, 0.71015], [0.12248, 4.41734, 1.45696], [-0.77412, 3.45969, 0.31960], [-2.15654, 5.33777, 0.90060], [-1.50574, 5.78139, -0.71355], [-0.81826, 6.47528, 0.78438], [1.72260, 2.77920, 1.38175], [2.92054, 4.09635, 0.96110], [3.26660, 2.37418, 0.54483], [-3.32440, 2.39894, 0.64933], [-3.33091, 2.28120, -0.77737], [-2.13519, 2.05560, -1.51335], [-4.30959, 1.17447, -1.26686], [-5.17502, 0.54383, -0.29938], [-4.40400, -0.52619, 0.45762], [-4.12411, 3.74148, -1.39553], [-6.00411, 0.16802, -0.89535], [-5.60288, 1.26298, 0.40181], [-4.06632, -0.09992, 1.40176], [-3.51264, -0.82028, -0.10121], [-4.92940, -1.46646, 0.62625], [-5.18880, 3.59485, -1.26381], [-3.86462, 3.81295, -2.44891], [-3.65970, 4.54753, -0.83667], [5.97626, -0.33267, 2.49223], [4.94109, -0.84749, 1.66991], [3.80073, -0.01617, 1.40660], [5.58642, -1.42175, 0.35116], [5.81528, -0.52051, -0.78293], [4.89365, -0.95266, -1.88284], [4.32943, -2.39286, 2.30222], [6.86519, -0.51412, -1.05233], [5.48868, 0.45725, -0.42522], [3.90249, -1.17436, -1.49156], [5.14010, -1.91139, -2.35053], [4.73491, -0.24358, -2.69300], [4.94413, -3.18462, 1.88833], [3.31671, -2.48957, 1.92101], [4.37396, -2.28126, 3.38023], [-0.84580, 0.87360, 0.76314], [-0.70052, 0.91356, 2.17767], [-0.78637, 2.15678, 2.86960], [-1.75480, -0.06854, 2.78692], [-2.10496, 0.12723, 4.18324], [-2.83154, -1.12687, 4.61520], [0.83066, 0.12051, 2.60391], [-2.73245, 1.01174, 4.27518], [-1.20234, 0.26400, 4.78370], [-2.18948, -2.00358, 4.67201], [-3.59965, -1.36434, 3.87153], [-3.38217, -0.97753, 5.54346], [0.79954, -0.89163, 2.21922], [0.82763, 0.16577, 3.69173], [1.58679, 0.77106, 2.18064]], "forces_ev_per_angstrom": [[-1.25, -0.16, -0.61], [1.21, 0.48, 0.79], [0.39, -0.24, 0.20], [0.24, -0.66, -0.41], [-0.15, 0.65, 0.30], [-0.15, -0.44, 0.41], [0.23, 0.41, -0.51], [-0.75, 0.67, 1.73], [0.39, -0.81, -0.57], [-0.56, -0.54, 0.20], [-1.29, 1.77, -1.55], [2.58, -0.99, 0.35], [-0.66, 0.28, -0.16], [-0.06, -0.50, -0.17], [-0.41, 0.44, -0.07], [0.09, 0.02, -0.05], [-0.27, -0.15, 0.14], [0.19, -0.12, 0.25], [0.61, 0.78, 0.46], [-0.35, -0.44, -1.32], [-0.14, -0.25, 0.74], [0.35, 0.31, 0.32], [-1.92, -0.48, -0.11], [0.99, 0.36, -0.16], [0.04, -0.38, -0.11], [0.17, 0.50, -0.21], [0.90, 0.02, 0.14], [-0.24, -0.33, -0.10], [-0.26, -0.03, 0.04], [-0.05, -0.08, -0.13], [0.00, -0.14, 0.18], [-0.08, 0.12, 0.13], [0.00, 0.17, 0.05], [-0.15, -0.59, 0.06], [-1.26, -0.24, 1.12], [1.14, 0.42, -1.06], [0.13, -0.14, 0.09], [-0.44, 0.15, 0.68], [0.26, -0.32, 0.21], [-0.23, 0.12, -0.93], [0.17, 0.05, -0.14], [0.08, 0.09, -0.45], [-0.06, 0.04, -0.07], [-0.09, 0.06, 0.00], [-0.07, 0.16, -0.20], [0.14, 0.10, 0.30], [0.09, -0.10, 0.36], [0.00, -0.10, 0.11], [-0.04, -0.30, 0.07], [-0.37, 0.87, -0.03], [1.02, 0.22, -0.20], [-0.42, -0.23, 0.12], [-0.51, -0.70, 0.20], [0.40, -0.11, 0.09], [0.76, -0.59, -0.32], [0.15, -0.18, -0.08], [0.21, 0.23, -0.18], [0.05, -0.26, 0.04], [0.01, 0.22, -0.11], [-0.42, 0.26, 0.09], [-0.11, 0.39, 0.21], [-0.13, 0.08, -0.06], [-0.39, 0.25, 0.01], [0.54, 0.37, 0.55], [-0.36, -0.96, -0.13], [0.06, 0.38, -0.41], [0.22, -0.13, -0.32], [-1.13, 0.44, 0.27], [-0.73, -0.91, -0.61], [0.11, 0.55, -0.45], [0.11, -0.14, 0.28], [0.39, 0.22, -0.27], [-0.06, 0.50, 0.35], [0.58, 0.14, 0.08], [0.32, 0.24, 0.15], [0.17, -0.10, 0.36], [-0.10, -0.04, 0.19], [-0.08, -0.34, 0.08], [-0.26, -0.13, -0.78], [0.99, -0.58, 0.44], [0.05, 0.67, 0.07], [-0.33, -0.11, -0.10], [-0.15, -0.49, 0.53], [-0.63, -0.12, -0.53], [-1.10, 0.77, 0.16], [0.08, 0.03, -0.14], [0.01, 0.13, -0.16], [0.14, 0.10, 0.17], [0.06, 0.06, -0.01], [0.31, 0.04, 0.17], [0.29, -0.04, -0.05], [0.39, -0.24, 0.01], [0.36, -0.36, -0.03]]}